Density functional theory data (ωB97M-V/def2-TZVPD) for a 2-piece molecular cluster, C17H31FN2O6S overall.

Structure (ORCA input):
```
! wB97M-V def2-TZVPD RIJCOSX def2/J DEFGRID3
* xyz -2 1
S 1.068 3.755 2.698
F -1.869 -2.153 5.045
O 1.340 -0.224 -4.094
O -0.757 2.091 -6.099
O 3.061 1.414 -0.406
O -3.709 -1.091 2.981
O -2.039 -4.109 4.039
O -2.118 0.218 2.195
N -3.265 -0.419 -0.381
N 2.416 -0.559 0.561
C -0.024 3.746 1.242
C -1.548 1.794 0.489
C 2.841 -0.425 -1.907
C 0.190 0.186 1.262
C 2.847 0.245 -0.587
C -1.319 0.351 0.951
C -1.888 -2.943 3.938
C -1.841 -0.586 -0.137
C 0.972 -0.773 0.364
C 4.381 -1.441 1.724
C 3.213 -1.757 0.789
C -1.634 -2.156 2.679
C -2.579 -0.959 2.607
C -1.254 2.862 1.559
C 0.251 0.221 -4.804
C -3.794 -1.414 -1.315
C 0.331 1.657 -5.417
H -4.810 -1.682 -1.021
H 3.628 -2.145 -0.150
H -0.880 1.926 -0.368
H -0.582 -1.877 2.654
H 3.803 -0.299 -2.405
H 4.922 -0.577 1.332
H 0.718 -1.820 0.556
H 2.583 -2.525 1.246
H -1.126 2.408 2.543
H -1.569 -1.639 0.051
H -3.777 -0.502 0.489
H 2.090 0.070 -2.607
H -0.699 0.240 -4.203
H -3.197 -2.336 -1.322
H -2.563 1.890 0.108
H -0.005 -0.439 -5.672
H 2.562 -1.475 -1.866
H 0.527 3.369 0.380
H -2.120 3.525 1.600
H 4.006 -1.156 2.710
H 0.732 -0.560 -0.685
H 1.811 4.827 2.400
H 5.070 -2.286 1.801
H 0.704 1.147 1.222
H -1.308 -0.319 -1.055
H -0.317 4.773 1.035
H -3.819 -1.016 -2.330
H 0.614 2.307 -4.535
H 0.308 -0.162 2.293
H 1.279 1.635 -6.029
H -1.857 -2.831 1.854
*
```

E_LUMO ... 3.81 eV
HOMO ... 1.35 eV
Max |F| ... 0.016 Eh/bohr
Kohn-Sham gap ... 2.466 eV

=====

Density functional theory data (ωB97M-V/def2-TZVPD) for a 4-piece molecular cluster, C17H31IN4O2P overall at a distorted geometry.

Structure (ORCA input):
```
! wB97M-V def2-TZVPD RIJCOSX def2/J DEFGRID3
* xyz -1 1
I 1.616 6.505 -4.262
P 0.417 4.830 -2.886
O 0.024 2.359 -1.308
O -1.557 4.104 -0.977
N -0.056 -3.418 -5.014
N 0.924 0.973 -1.301
N -2.201 -0.047 3.800
N 2.034 4.016 0.985
C -0.446 -0.463 5.828
C 0.822 -2.203 4.469
C 0.906 -0.903 5.262
C 2.168 -1.004 -4.288
C -0.639 -4.081 -4.194
C -1.371 -4.910 -3.168
C 0.735 2.517 2.834
C 1.458 3.350 1.806
C -0.761 2.840 2.805
C 1.773 -1.578 -1.839
C -1.059 4.301 3.124
C 2.769 -1.558 -3.001
C 1.305 -0.171 -1.538
C -2.860 -4.559 -3.184
C -1.422 -0.231 4.701
C -3.128 -3.095 -2.849
C -0.483 3.682 -1.614
H 1.154 2.724 3.824
H 1.813 -2.493 4.109
H -0.294 5.934 -2.261
H -0.672 4.574 4.112
H 1.613 -1.035 6.087
H 0.895 1.458 2.612
H -2.678 -2.424 -3.587
H -2.729 -2.839 -1.862
H -0.331 0.464 6.398
H -1.173 2.601 1.818
H -0.849 -1.227 6.500
H -2.138 4.478 3.120
H 2.905 -1.035 -5.096
H 0.176 -2.100 3.592
H 3.125 -2.577 -3.185
H -3.384 -5.190 -2.459
H -3.284 -4.781 -4.169
H 3.644 -0.956 -2.730
H 1.310 -0.118 4.614
H 0.433 -3.017 5.090
H -1.277 2.205 3.531
H -0.941 -4.720 -2.180
H 1.654 4.271 -2.394
H 1.858 0.039 -4.173
H -1.233 -5.971 -3.400
H -4.203 -2.897 -2.844
H 1.297 -1.590 -4.598
H -0.617 4.974 2.383
H 0.907 -2.201 -2.087
H -0.198 4.187 -4.012
H 2.247 -1.996 -0.946
*
```

E_LUMO ... 2.19 eV
HOMO ... -2.37 eV
Max |F| ... 0.300 Eh/bohr
Kohn-Sham gap ... 4.557 eV

=====

Density functional theory data (ωB97M-V/def2-TZVPD) for C17H31N3OsP2 as an isolated structure at a distorted geometry.

Structure (ORCA input):
```
! wB97M-V def2-TZVPD RIJCOSX def2/J DEFGRID3
* xyz 2 5
Os -0.492 -0.274 2.155
P 0.193 -1.895 0.780
P 0.113 1.848 1.674
N -0.323 1.720 6.060
N -0.106 1.164 8.472
N -0.564 0.804 3.853
C -0.973 -3.210 0.338
C 0.459 1.405 -2.693
C -1.669 2.298 1.585
C -0.406 1.022 5.012
C -0.723 -1.511 -2.796
C -0.876 1.426 -2.527
C 1.238 3.173 2.068
C -1.441 -0.717 -3.843
C 1.536 -0.788 -3.640
C 0.538 1.154 0.087
C 0.171 -0.296 -0.303
C 1.931 -2.438 0.693
C 0.621 -1.614 -2.782
C -0.208 1.374 7.312
C -0.075 -1.743 3.571
C -1.823 0.738 -3.448
C 1.145 0.711 -3.830
H -2.369 -1.232 -4.139
H -2.203 1.432 2.052
H -1.354 -2.101 -2.112
H -0.081 1.859 -0.474
H 0.087 -2.814 3.390
H -0.868 -3.617 -0.678
H 1.602 1.330 -0.134
H 1.995 -3.469 1.084
H 2.519 -1.773 1.349
H -2.003 -2.849 0.460
H 0.571 0.806 -4.762
H -0.760 -0.325 -0.891
H 2.085 1.245 -4.048
H 1.233 3.954 1.292
H 2.252 2.758 2.163
H -1.999 2.450 0.548
H 1.151 -2.363 -2.175
H -0.832 -4.037 1.055
H 0.986 -0.567 -0.993
H -0.854 -0.672 -4.771
H 2.383 -2.409 -0.319
H 1.135 2.086 -2.135
H -1.404 2.116 -1.850
H -1.947 1.315 -4.381
H -0.906 -1.650 4.280
H 1.640 -1.220 -4.652
H -1.792 3.215 2.175
H 2.554 -0.825 -3.223
H -2.823 0.728 -2.998
H 0.923 3.601 3.029
H 0.815 -1.321 4.060
*
```

E_LUMO (spin up / spin down) ... -6.82 / -10.21 eV
HOMO (spin up / spin down) ... -13.56 / -14.35 eV
Max |F| ... 0.111 Eh/bohr
⟨S²⟩ ... 6.0568
Kohn-Sham gap (spin up / spin down) ... 6.741 / 4.139 eV

=====

Density functional theory data (ωB97M-V/def2-TZVPD) for C17H32BF7IN3O7P2 as an isolated structure at a distorted geometry.

Structure (ORCA input):
```
! wB97M-V def2-TZVPD RIJCOSX def2/J DEFGRID3
* xyz 0 1
I -0.506 -1.166 -2.879
P -2.162 0.456 -0.600
P 3.441 -0.421 -2.130
F 1.912 4.456 -0.676
F 4.709 -6.483 -0.121
F 0.258 4.116 -3.398
F 2.626 4.089 -2.704
F -0.446 4.057 -1.341
F 6.748 -5.724 -0.034
F 5.392 -3.559 1.441
O -2.340 1.872 -0.193
O -0.536 -2.890 2.589
O 0.845 1.468 1.559
O -6.536 1.749 -0.071
O 0.255 1.300 -1.291
O 1.816 -0.433 -0.047
O -0.920 0.028 2.294
N 3.908 -1.295 -3.344
N -0.082 -4.905 0.778
N -7.337 3.462 1.133
C 3.576 -2.096 0.037
C 0.267 2.738 1.865
C 1.028 -4.083 1.297
C 0.381 3.465 -2.214
C -0.015 2.022 -2.477
C -4.909 3.279 0.779
C -7.265 4.674 1.922
C 0.405 -0.584 0.099
C 1.853 3.598 -1.713
C -0.083 -2.011 0.379
C 4.984 -4.163 0.285
C 2.540 -1.376 -0.834
C -0.375 0.082 -1.078
C 4.177 -3.321 -0.657
C -6.313 2.762 0.573
C 5.463 -5.402 0.047
C 0.506 -2.681 1.630
B 0.066 0.375 1.391
H -2.909 0.137 -1.743
H 3.177 -2.329 1.021
H 1.399 -4.521 2.224
H -7.687 4.509 2.915
H -0.197 -5.739 1.337
H -0.391 -2.314 3.345
H 1.811 -4.044 0.539
H -1.162 -1.975 0.517
H 0.145 -5.235 -0.152
H -1.681 0.617 2.340
H -8.245 3.061 0.956
H 4.835 -3.028 -1.477
H 3.515 -0.970 -4.219
H -4.660 3.303 1.842
H 2.272 2.641 -1.400
H 4.390 -1.386 0.215
H -0.770 2.664 2.196
H 2.541 0.607 -2.464
H 4.493 0.194 -1.419
H 0.322 3.362 0.978
H 1.938 -2.072 -1.421
H -6.234 4.994 2.032
H 0.633 1.660 -3.281
H -7.829 5.477 1.443
H 1.300 -2.081 2.087
H -1.068 2.018 -2.763
H 0.076 -2.644 -0.496
H -2.574 -0.496 0.344
H 3.394 -3.960 -1.083
H -4.798 4.281 0.362
H 0.853 3.206 2.656
H -4.221 2.612 0.273
*
```

E_LUMO ... -0.44 eV
HOMO ... -8.61 eV
Max |F| ... 0.034 Eh/bohr
Kohn-Sham gap ... 8.174 eV